C4H10N2S2 | the ωB97M-V functional and the def2-TZVPD basis

XYZ file:
```
18
Properties=species:S:1:pos:R:3:nbo_charge:R:1
C -4.546 -0.486 -0.108 -0.785
C -1.976 -0.194 0.029 -0.060
C 1.733 0.310 0.029 -0.598
C 3.129 -0.232 0.010 -0.234
H -3.907 -1.269 -0.853 0.251
H -5.555 0.021 -0.798 0.244
H -4.984 -0.824 1.019 0.252
H -2.287 -1.226 0.211 0.151
H 1.528 0.976 0.914 0.221
H 1.609 0.938 -0.821 0.208
H 3.384 -1.136 -0.714 0.213
H 3.334 -0.433 1.185 0.186
H 3.794 1.248 -0.897 0.333
H 4.161 1.377 0.703 0.347
N -0.797 0.101 0.026 -0.639
N 4.215 0.738 -0.108 -0.794
S -3.283 0.963 0.085 0.221
S 0.448 -0.873 0.089 0.483
```

Max |F| ... 5.380 eV/A
Electronic energy ... -1064.14507 Ha
Relative energy (zero: lowest compared OMol25 entry of this formula, charge and spin) ... 4.1409 eV
SMILES ... CS/C=N/SCCN
Net charge ... 0


C23H41IP2Pr | the ωB97M-V functional and the def2-TZVPD basis

XYZ file:
```
68
Properties=species:S:1:pos:R:3:lowdin_spin:R:1
Pr 1.010 0.338 2.263 2.051
C 1.260 3.028 2.647 -0.005
C -0.152 2.799 2.629 -0.005
C 0.712 1.818 4.537 -0.006
C 1.792 2.423 3.826 -0.006
C -0.489 2.046 3.795 -0.006
C 2.047 3.719 1.594 0.000
H 1.535 3.702 0.624 0.000
H 3.038 3.264 1.459 0.000
H 2.216 4.777 1.846 0.000
C 3.225 2.301 4.196 0.001
H 3.834 3.014 3.624 0.000
H 3.611 1.283 4.005 0.000
H 3.357 2.504 5.267 0.000
C 0.860 1.011 5.776 -0.001
H 1.282 1.620 6.587 0.000
H 1.539 0.156 5.624 0.000
H -0.110 0.623 6.111 0.000
C -1.841 1.545 4.153 0.000
H -2.332 2.204 4.884 0.000
H -1.799 0.545 4.604 0.000
H -2.496 1.496 3.276 0.000
C -1.101 3.252 1.582 0.000
H -1.580 4.204 1.857 0.000
H -1.906 2.522 1.425 0.000
H -0.595 3.411 0.623 0.000
C 0.784 -1.924 -4.177 0.000
C 0.388 -0.709 -4.582 0.000
C -0.933 -0.328 -5.176 0.000
C -2.151 -1.232 -4.846 0.000
C -2.326 -1.560 -3.390 0.000
C -1.806 -2.616 -2.748 0.000
C -0.904 -3.659 -3.325 0.000
C 0.063 -3.208 -4.451 0.000
H -0.846 -0.264 -6.275 0.000
H -2.135 -2.131 -5.478 0.000
H -1.172 0.693 -4.831 0.000
H -0.466 -3.178 -5.415 0.000
H 1.766 -2.053 -3.712 0.000
H 1.123 0.107 -4.596 0.000
H 0.828 -3.997 -4.532 0.000
H -0.296 -4.073 -2.504 0.000
H -2.154 -2.860 -1.737 0.000
H -1.502 -4.499 -3.719 0.000
H -3.038 -0.653 -5.150 0.000
H -3.041 -0.905 -2.875 0.000
P 1.353 0.194 -0.533 -0.004
C 2.824 -0.608 -1.269 0.000
C 0.640 1.128 -1.912 -0.001
P -1.088 -1.148 1.048 -0.002
C 0.141 -1.252 -0.385 0.001
C -2.650 -0.739 0.211 -0.001
C -1.308 -2.891 1.562 0.001
H 3.299 -1.228 -0.497 0.000
H 3.538 0.172 -1.566 0.000
H 2.551 -1.224 -2.139 0.000
H 0.478 0.446 -2.753 0.000
H 1.323 1.930 -2.223 0.000
H -0.319 1.577 -1.635 0.000
H -1.566 -3.523 0.700 0.000
H -2.108 -2.933 2.315 0.000
H -0.382 -3.247 2.034 0.000
H 0.730 -2.172 -0.265 0.000
H -0.429 -1.321 -1.326 0.000
H -3.466 -0.792 0.948 0.000
H -2.863 -1.411 -0.632 0.000
H -2.603 0.293 -0.157 0.000
I 2.806 -1.808 3.180 -0.016
```

Max |F| ... 2.823 eV/A
Electronic energy ... -2398.22937 Ha
Relative energy (zero: lowest compared OMol25 entry of this formula, charge and spin) ... 0.0000 eV
Expectation value of S² ... 2.0042
Spin multiplicity ... 3
Net charge ... +1


C4H10OS2 | the ωB97M-V functional and the def2-TZVPD basis

XYZ file:
```
17
Properties=species:S:1:pos:R:3:nbo_charge:R:1
C 1.319 -1.203 0.666 -0.467
C 1.245 -1.505 2.195 -0.066
O 1.922 -2.669 2.754 -0.726
C 0.852 0.267 0.251 -0.464
S -1.061 0.175 -0.121 0.035
S -1.141 0.938 -2.060 0.107
C -0.926 2.692 -1.703 -0.823
H 0.477 -1.810 0.144 0.213
H 2.219 -1.653 0.249 0.233
H 0.222 -1.454 2.595 0.168
H 1.769 -0.685 2.735 0.164
H 1.219 -3.293 3.111 0.472
H 1.025 1.165 1.117 0.223
H 1.257 0.480 -0.662 0.215
H -0.698 3.074 -0.698 0.243
H -2.023 2.733 -1.764 0.232
H -0.550 3.491 -2.411 0.242
```

Max |F| ... 4.801 eV/A
Electronic energy ... -1029.92640 Ha
Relative energy (zero: lowest compared OMol25 entry of this formula, charge and spin) ... 2.8667 eV
SMILES ... CSSCCCO
Net charge ... 0